{
  "formula": "C55H111N8O5",
  "method": "wB97M-V/def2-TZVPD",
  "species": ["C", "C", "C", "O", "C", "C", "C", "O", "O", "O", "H", "H", "C", "C", "N", "C", "C", "N", "C", "C", "H", "H", "H", "H", "H", "H", "H", "H", "H", "H", "H", "C", "C", "O", "N", "H", "H", "C", "H", "H", "H", "H", "H", "H", "C", "C", "C", "N", "C", "C", "C", "C", "C", "H", "H", "H", "H", "H", "H", "H", "H", "H", "H", "H", "H", "H", "H", "H", "H", "H", "H", "C", "C", "C", "N", "C", "C", "C", "C", "C", "H", "H", "H", "H", "H", "H", "H", "H", "H", "H", "H", "H", "H", "H", "H", "H", "H", "H", "C", "C", "C", "N", "C", "C", "C", "C", "C", "H", "H", "H", "H", "H", "H", "H", "H", "H", "H", "H", "H", "H", "H", "H", "H", "H", "H", "C", "C", "C", "N", "C", "C", "C", "C", "C", "H", "H", "H", "H", "H", "H", "H", "H", "H", "H", "H", "H", "H", "H", "H", "H", "H", "H", "C", "C", "C", "N", "C", "C", "C", "C", "C", "H", "H", "H", "H", "H", "H", "H", "H", "H", "H", "H", "H", "H", "H", "H", "H", "H", "H"],
  "coordinates": [[-9.79021, 13.09104, -5.45002], [-10.95801, 13.27060, -4.76143], [-12.23725, 12.60699, -5.16326], [-13.34900, 12.66981, -4.51868], [-12.30425, 11.84534, -6.26588], [-11.17129, 11.62231, -7.13067], [-9.76584, 12.19880, -6.65508], [-8.78558, 11.98613, -7.33670], [-11.22995, 10.97258, -8.20341], [-10.86017, 14.03367, -3.72439], [-8.84787, 13.46941, -5.08231], [-13.26007, 11.57315, -6.68863], [-12.34332, 11.44901, -12.06761], [-11.23232, 10.46314, -11.72833], [-9.90499, 11.07789, -11.82302], [-9.25924, 11.48908, -12.95801], [-7.95394, 11.88415, -12.51746], [-7.93058, 11.91088, -11.16585], [-9.16881, 11.40098, -10.73442], [-6.82012, 12.20532, -10.32113], [-12.23798, 12.46904, -11.69809], [-13.29105, 10.98491, -11.79463], [-12.43018, 11.71072, -13.12215], [-11.24882, 9.69886, -12.50532], [-11.40601, 9.94537, -10.78502], [-9.81203, 11.42255, -13.88343], [-7.15677, 12.22964, -13.15897], [-9.41281, 11.19859, -9.70199], [-6.79287, 13.27848, -10.13222], [-5.87115, 12.02927, -10.82764], [-6.79978, 11.61885, -9.40258], [-5.19071, 6.35364, -7.43384], [-5.97810, 7.36583, -6.67561], [-7.10901, 7.06096, -6.19886], [-5.38291, 8.74263, -6.50254], [-5.08984, 8.77980, -5.53671], [-4.49624, 8.78365, -6.98445], [-6.33107, 9.85548, -7.00076], [-4.16479, 6.38851, -7.06723], [-5.19310, 6.59155, -8.49756], [-5.61064, 5.35201, -7.34170], [-7.22852, 9.78869, -6.38576], [-6.31042, 9.69231, -8.07827], [-5.78357, 10.77099, -6.77674], [-18.91910, 18.19231, -1.81041], [-18.13709, 16.96018, -1.44566], [-18.18253, 15.84663, -2.54449], [-17.87307, 14.44180, -2.10438], [-18.76928, 14.02112, -0.88139], [-16.38558, 14.37537, -1.60833], [-15.55843, 14.46293, -2.91188], [-16.43695, 13.70869, -3.92617], [-17.81243, 13.41838, -3.30152], [-19.93919, 18.08396, -1.44193], [-19.10248, 18.23611, -2.88398], [-18.45770, 19.09251, -1.40440], [-18.49958, 16.55271, -0.50191], [-17.08276, 17.16609, -1.26105], [-17.58661, 16.01601, -3.44130], [-19.23735, 15.74538, -2.79986], [-19.70527, 14.53382, -1.10308], [-18.51298, 14.37128, 0.11851], [-18.97122, 12.95429, -0.78555], [-16.29412, 13.41121, -1.10820], [-16.22523, 15.13747, -0.84571], [-14.57423, 14.04386, -2.70256], [-15.37356, 15.43923, -3.35993], [-15.91879, 12.80382, -4.24370], [-16.56575, 14.25815, -4.85870], [-17.90777, 12.43596, -2.83910], [-18.69624, 13.66936, -3.88803], [-7.35127, 15.56345, -7.81459], [-8.61138, 16.16601, -8.37311], [-9.71054, 15.05959, -8.65622], [-11.04000, 15.69120, -9.14180], [-10.95182, 16.46508, -10.44801], [-12.00725, 14.39549, -9.34617], [-13.08236, 14.50861, -8.28154], [-13.16716, 15.97276, -7.91082], [-11.71086, 16.43718, -8.05410], [-6.62089, 16.37036, -7.75511], [-7.08740, 14.71291, -8.44313], [-7.67314, 15.19235, -6.84156], [-8.37129, 16.68588, -9.30058], [-9.07829, 16.79207, -7.61275], [-10.01931, 14.57532, -7.72980], [-9.40913, 14.24888, -9.31955], [-11.94714, 16.80193, -10.73777], [-10.61928, 15.90251, -11.32039], [-10.24377, 17.27768, -10.28543], [-12.33559, 14.30391, -10.38150], [-11.44188, 13.46599, -9.27915], [-14.02848, 14.14334, -8.68096], [-13.04393, 13.89492, -7.38154], [-13.80170, 16.58302, -8.55350], [-13.62705, 15.89350, -6.92577], [-11.84311, 17.50538, -8.22599], [-11.11679, 16.36068, -7.14342], [-9.01918, 8.09065, -3.65621], [-10.39255, 7.98958, -4.26837], [-10.41558, 7.54317, -5.74689], [-11.81446, 7.27006, -6.22647], [-12.19497, 5.75163, -5.95199], [-12.03293, 7.41437, -7.79179], [-13.58951, 7.71799, -8.01164], [-14.16648, 7.98562, -6.56661], [-12.94710, 8.08066, -5.60782], [-8.67729, 7.07809, -3.44189], [-9.14678, 8.51088, -2.65860], [-8.34982, 8.68263, -4.28039], [-10.78077, 9.00347, -4.17142], [-10.99682, 7.34769, -3.62733], [-9.85679, 6.61974, -5.89899], [-9.92041, 8.20559, -6.45690], [-12.34382, 5.64420, -4.87756], [-11.33688, 5.12663, -6.19927], [-13.14373, 5.49856, -6.42518], [-11.58916, 6.55531, -8.29494], [-11.45581, 8.28776, -8.09547], [-13.95992, 6.79778, -8.46343], [-13.84032, 8.55585, -8.66216], [-14.74865, 7.19571, -6.09203], [-14.55705, 9.00323, -6.56609], [-13.12654, 7.90411, -4.54729], [-12.57649, 9.10174, -5.69814], [-14.91311, 8.95270, -2.29896], [-13.85699, 10.01685, -2.12917], [-13.14994, 9.92271, -0.73172], [-12.12935, 11.08635, -0.40939], [-12.66745, 12.49174, -0.57431], [-10.84767, 10.92341, -1.21095], [-9.82511, 11.70233, -0.42032], [-10.13386, 11.28051, 1.07993], [-11.58265, 10.72640, 1.00258], [-15.56253, 8.93815, -1.42366], [-14.42918, 7.97614, -2.28399], [-15.42203, 8.94751, -3.26285], [-14.32151, 11.00245, -2.09916], [-13.15021, 9.97864, -2.95809], [-12.57201, 9.00484, -0.83939], [-13.93652, 9.91654, 0.02284], [-12.15303, 13.22276, 0.04945], [-13.71705, 12.51663, -0.28137], [-12.68459, 12.83060, -1.61016], [-11.08644, 11.23500, -2.22781], [-10.55013, 9.87482, -1.20717], [-9.81818, 12.79159, -0.46002], [-8.80564, 11.34202, -0.55791], [-9.87786, 12.08057, 1.77454], [-9.44780, 10.48338, 1.36631], [-12.33296, 10.99811, 1.74508], [-11.62996, 9.63955, 0.93482], [-7.43235, 14.46825, -0.02330], [-8.23128, 15.04314, -1.11625], [-7.46574, 16.32647, -1.55435], [-8.19226, 17.07630, -2.68914], [-8.04996, 16.24846, -3.96901], [-9.65735, 17.42361, -2.43625], [-9.54851, 18.51098, -1.30754], [-8.32058, 19.32276, -1.76036], [-7.51532, 18.49773, -2.82387], [-6.37537, 14.39663, -0.27979], [-7.72742, 13.50088, 0.38318], [-7.47318, 15.13996, 0.83416], [-9.25932, 15.21258, -0.79606], [-8.17522, 14.34919, -1.95493], [-6.50626, 16.00178, -1.95691], [-7.15939, 17.04175, -0.79105], [-8.39831, 15.24756, -3.71416], [-7.02208, 16.23456, -4.33146], [-8.60786, 16.77638, -4.74241], [-9.95970, 18.05604, -3.27094], [-10.23089, 16.57246, -2.06925], [-10.44554, 19.08251, -1.06923], [-9.30371, 18.07351, -0.33966], [-8.71742, 20.27362, -2.11599], [-7.60062, 19.60150, -0.99091], [-7.61859, 18.96698, -3.80225], [-6.45892, 18.35833, -2.59428]],
  "atomic_forces_ev_per_a": [[0.6, -3.0, -3.9], [1.1, 2.5, 3.5], [-3.5, 0.1, 2.4], [1.9, 1.1, 0.6], [2.4, -1.6, -4.2], [-0.6, -0.3, 0.7], [-2.0, 2.0, 2.5], [1.7, -0.7, -1.2], [0.5, 0.4, 0.3], [-1.4, -1.1, -0.8], [0.0, 0.1, 0.0], [-0.2, -0.3, 0.3], [-0.4, 0.4, -0.5], [-0.6, 0.1, -1.2], [1.0, 1.2, 2.3], [2.2, -0.1, 1.5], [-2.5, 0.3, -2.3], [-3.6, -2.3, 0.0], [1.8, 0.1, -1.3], [1.4, 0.8, 0.3], [0.1, -0.3, 1.0], [0.0, 0.4, 0.1], [0.2, -0.7, -0.4], [0.1, -0.2, 0.1], [0.5, 0.5, 0.2], [0.7, 0.0, -0.3], [0.1, 0.0, 0.3], [-0.3, 0.0, 0.3], [-0.2, -0.1, 0.4], [-0.2, -0.3, -0.3], [-0.5, 0.3, -0.1], [0.4, 0.5, 0.1], [-5.1, -3.4, 1.2], [4.8, 2.8, -1.6], [-0.7, -0.7, -0.2], [-0.4, 0.5, 0.9], [0.4, 0.0, -0.7], [1.7, -0.3, 1.0], [0.2, -0.3, -0.2], [0.2, 0.2, -0.2], [0.0, 0.3, 0.3], [-0.2, 0.0, -0.8], [-0.9, 0.1, 0.2], [-0.3, 0.1, -0.1], [-0.9, -0.2, -0.4], [1.4, -1.5, -0.2], [-1.5, -0.1, 0.5], [2.2, -1.3, 2.9], [-1.1, 0.7, -1.4], [-0.9, 0.8, -1.0], [-0.5, -0.2, 0.6], [0.1, -0.8, -0.7], [-0.2, 1.5, 1.4], [0.0, 0.2, 0.4], [0.5, 0.5, -0.2], [-0.2, 0.0, -0.3], [-0.1, -0.1, 0.0], [0.1, 0.3, 0.0], [-0.1, 0.4, 0.2], [-0.1, 0.3, -0.6], [-0.3, -0.4, 0.1], [1.0, 0.3, -0.5], [0.4, 0.0, -0.6], [0.1, -0.1, -0.3], [-0.1, 0.1, -0.2], [-0.1, -0.3, -0.5], [-0.1, 0.4, 0.8], [-0.2, -0.2, 0.1], [0.0, 0.2, 0.2], [0.0, 0.1, -0.1], [0.2, -0.3, -0.3], [-1.0, -0.1, 0.2], [-1.7, -1.2, -0.8], [0.2, 1.6, 0.4], [-0.6, -2.9, -1.5], [0.1, 0.1, 0.4], [0.7, -0.3, 0.3], [-1.3, -0.4, -1.0], [0.1, -1.1, -0.1], [-1.0, 1.7, 1.4], [0.4, -0.5, 0.1], [0.6, 0.2, 0.2], [0.7, -0.2, 0.3], [-0.3, 0.3, 0.1], [0.2, 0.6, -0.3], [0.3, 0.0, 0.2], [0.0, 0.4, -0.4], [0.0, 0.3, 0.5], [0.3, -0.6, 0.5], [-0.4, 0.1, -0.1], [-0.4, 1.1, 0.0], [0.5, 0.2, 0.6], [-0.1, 0.2, -0.4], [1.2, 0.0, -0.2], [-0.1, -0.2, -0.1], [0.5, 1.1, 0.3], [0.9, 0.1, -0.6], [-0.1, -0.4, 0.0], [-0.1, -0.9, 0.5], [-0.2, 0.8, -0.6], [-0.1, -0.4, 0.3], [-2.1, -2.7, -1.0], [0.7, 1.3, 0.9], [-0.3, 1.8, 0.8], [1.0, -1.6, 1.4], [1.8, -0.2, 0.4], [1.0, 1.6, -1.6], [0.7, 0.1, -0.4], [0.3, 0.4, -0.1], [0.2, -0.2, 0.3], [-0.6, 0.0, -0.4], [-0.1, -0.2, -0.2], [-0.1, -0.2, 0.3], [-0.3, 0.7, 0.3], [0.0, 0.2, 0.0], [-0.3, 0.0, -0.5], [0.4, 0.1, -0.3], [-0.4, -0.2, 0.2], [0.1, 0.1, 0.2], [-0.6, 0.2, 0.1], [0.6, -0.1, 0.0], [-0.9, 0.3, -0.9], [-0.8, -0.5, 0.2], [0.1, -0.6, -0.3], [0.1, 0.3, 0.2], [0.6, -1.0, 0.5], [0.3, 1.4, 0.9], [0.0, 0.7, -2.2], [0.1, -1.4, 0.2], [-0.8, -0.2, 0.2], [-0.5, 0.7, -0.4], [0.7, -0.4, 1.8], [-0.2, -0.3, -0.9], [-0.4, 0.4, -0.3], [-0.5, 0.1, -0.4], [0.1, -0.3, 0.1], [-0.3, 0.6, 0.3], [-0.1, 0.1, -0.7], [0.2, 0.2, 0.1], [0.2, 0.1, 1.0], [0.4, -0.1, 0.3], [0.3, -0.4, 0.0], [0.0, -0.3, 0.4], [0.6, -0.3, -0.2], [0.4, 0.2, 0.0], [-0.3, -0.1, 0.1], [-0.3, -0.2, -0.6], [-0.1, 0.2, -0.7], [-0.8, 0.1, 0.0], [-0.2, -0.2, 0.0], [0.3, 0.4, 0.1], [0.5, 0.1, 0.4], [1.0, -0.2, 2.1], [0.5, 0.8, -0.9], [-0.9, -0.2, -0.7], [1.0, 0.6, -1.2], [0.0, 0.8, 0.7], [0.9, 1.6, 2.2], [1.3, -1.1, 0.5], [0.4, 0.7, -0.2], [-1.4, -0.3, 1.1], [0.0, -0.1, -0.1], [-0.2, -0.1, -0.4], [0.1, 0.0, 0.2], [0.0, 0.1, -0.3], [-0.6, 0.0, -0.1], [-0.1, 0.0, -0.4], [-0.7, -0.1, 0.3], [-0.3, 0.2, -0.6], [0.2, 0.0, 0.5], [-0.4, -0.4, 0.1], [-0.5, -1.1, -0.5], [-0.1, 0.0, -1.1], [0.0, 0.1, -0.8], [-0.1, -0.5, 0.0], [0.5, 0.0, -0.6], [-0.4, -0.1, 0.4], [-0.2, -0.7, -0.2], [-0.1, 0.1, 0.0]],
  "mulliken_charge": [-0.2648, -0.0292, 0.1451, -0.6526, -0.6361, 0.9720, 0.1700, -0.6639, -0.8834, -0.8151, 0.3446, 0.6712, -0.9467, -0.0452, 0.2448, -0.3925, -0.4486, 0.3327, -0.4058, -0.7986, 0.0724, 0.4074, 0.4448, 0.3724, -0.0630, 0.4940, 0.4679, 0.3890, 0.3306, 0.5227, 0.0173, -1.2387, 0.4953, -0.3444, -0.0191, 0.3816, 0.4131, -0.9587, 0.4122, 0.3695, 0.3497, 0.2112, 0.4120, 0.4822, -1.3258, -0.2078, -0.8605, 0.1928, -0.9470, -1.2761, 0.4695, -0.2038, -0.7106, 0.3832, 0.3559, 0.3473, 0.2648, 0.3167, 0.4769, 0.4290, 0.4438, 0.3467, 0.3486, 0.5496, 0.5165, -0.4623, 0.4452, 0.0776, 0.4521, 0.3047, 0.3281, -0.3607, -0.4391, -0.5949, 0.5978, -1.0507, 0.4293, 0.3102, -0.9280, -0.4990, 0.4790, -0.2002, -0.0907, 0.3731, 0.2269, 0.0483, 0.3891, 0.4254, 0.3107, 0.3870, 0.1850, -0.3796, 0.6462, -0.8031, 0.3313, 0.5649, 0.3971, 0.0626, -1.0706, 0.3594, -0.5605, 0.4368, -0.9292, -0.3566, -0.7808, -0.8194, -0.2573, 0.4614, 0.3967, -0.0994, -0.0745, 0.3847, 0.2782, 0.1434, 0.3501, 0.3737, 0.4195, 0.5012, -0.0010, 0.3454, 0.4343, 0.4400, 0.3820, 0.5256, -0.3340, -1.6616, 1.4689, -1.1490, 0.1471, -1.1101, -0.0106, -0.0170, -0.9450, -0.5058, 0.4423, 0.4226, 0.4131, -0.3700, -0.3040, 0.4003, 0.4968, 0.3975, 0.4407, 0.2605, -0.1159, 0.2090, -0.5369, 0.7605, 0.3559, 0.4050, 0.5468, 0.4038, -1.5934, 0.8387, -1.3661, 0.4334, -1.0407, -0.3811, -0.7303, -0.7135, -0.4576, 0.3981, 0.2447, 0.4110, 0.1141, 0.0492, 0.3922, 0.6285, -0.0541, 0.4238, 0.5550, 0.5381, 0.1532, 0.5064, 0.2522, 0.3464, 0.3773, 0.3232, 0.3654],
  "spin_multiplicity": 1,
  "lumo_ev": -10.0,
  "total_charge": 5
}

=====

{
  "formula": "C5H10O",
  "method": "wB97M-V/def2-TZVPD",
  "species": ["C", "C", "O", "C", "C", "C", "H", "H", "H", "H", "H", "H", "H", "H", "H", "H"],
  "coordinates": [[2.57608, 0.27161, -0.23923], [1.31693, -0.26338, 0.41954], [0.24419, 0.13891, -0.41122], [-0.97212, -0.43849, -0.09583], [-2.02912, 0.29570, 0.68347], [-2.16892, 0.09385, -0.80563], [3.47142, -0.00370, 0.32630], [2.50881, 1.36194, -0.30823], [2.64894, -0.12792, -1.25692], [1.35377, -1.36467, 0.47876], [1.19432, 0.12469, 1.44520], [-0.93734, -1.52141, 0.04167], [-2.63860, -0.26809, 1.38568], [-1.79350, 1.30925, 1.00041], [-2.84332, -0.60310, -1.30208], [-1.93152, 0.99479, -1.36187]],
  "atomic_forces_ev_per_a": [[-0.1, 0.0, 0.1], [0.2, -0.1, 0.0], [0.1, 0.1, 0.0], [-0.5, -0.4, 0.0], [0.0, -0.1, 0.4], [0.4, 0.1, -0.4], [-0.1, 0.1, -0.1], [0.1, -0.1, 0.0], [0.1, 0.1, 0.2], [-0.1, 0.2, 0.0], [0.0, 0.0, -0.2], [0.1, 0.1, 0.0], [0.1, 0.1, -0.2], [-0.1, -0.2, -0.1], [0.0, 0.3, 0.4], [-0.2, -0.1, -0.2]],
  "mulliken_charge": [-1.1916, -0.2008, -0.3301, 0.0421, -0.5474, -0.5972, 0.3838, 0.2895, 0.2899, 0.2947, 0.2812, 0.3537, 0.2335, 0.2351, 0.2504, 0.2134],
  "spin_multiplicity": 1,
  "de_lowest_kj_mol": 145.5,
  "lumo_ev": 1.2,
  "smiles": "CCOC1CC1"
}

=====

Question: Number 1 is which compound?
Answer: C55H111N8O5

=====

Repeat the second record exactly.
{
  "formula": "C5H10O",
  "method": "wB97M-V/def2-TZVPD",
  "species": ["C", "C", "O", "C", "C", "C", "H", "H", "H", "H", "H", "H", "H", "H", "H", "H"],
  "coordinates": [[2.57608, 0.27161, -0.23923], [1.31693, -0.26338, 0.41954], [0.24419, 0.13891, -0.41122], [-0.97212, -0.43849, -0.09583], [-2.02912, 0.29570, 0.68347], [-2.16892, 0.09385, -0.80563], [3.47142, -0.00370, 0.32630], [2.50881, 1.36194, -0.30823], [2.64894, -0.12792, -1.25692], [1.35377, -1.36467, 0.47876], [1.19432, 0.12469, 1.44520], [-0.93734, -1.52141, 0.04167], [-2.63860, -0.26809, 1.38568], [-1.79350, 1.30925, 1.00041], [-2.84332, -0.60310, -1.30208], [-1.93152, 0.99479, -1.36187]],
  "atomic_forces_ev_per_a": [[-0.1, 0.0, 0.1], [0.2, -0.1, 0.0], [0.1, 0.1, 0.0], [-0.5, -0.4, 0.0], [0.0, -0.1, 0.4], [0.4, 0.1, -0.4], [-0.1, 0.1, -0.1], [0.1, -0.1, 0.0], [0.1, 0.1, 0.2], [-0.1, 0.2, 0.0], [0.0, 0.0, -0.2], [0.1, 0.1, 0.0], [0.1, 0.1, -0.2], [-0.1, -0.2, -0.1], [0.0, 0.3, 0.4], [-0.2, -0.1, -0.2]],
  "mulliken_charge": [-1.1916, -0.2008, -0.3301, 0.0421, -0.5474, -0.5972, 0.3838, 0.2895, 0.2899, 0.2947, 0.2812, 0.3537, 0.2335, 0.2351, 0.2504, 0.2134],
  "spin_multiplicity": 1,
  "de_lowest_kj_mol": 145.5,
  "lumo_ev": 1.2,
  "smiles": "CCOC1CC1"
}